Below is a cluster of 2 separate species, C10H16O in total, with properties calculated with the ωB97M-V functional and the def2-TZVPD basis.

Cartesian coordinates (Å):
C (-3.03, -1.28, 0.33)
C (-2.07, -0.20, 0.19)
C (-1.71, 0.67, 1.16)
C (-0.92, 1.70, 0.85)
C (-0.47, 1.63, -0.48)
O (0.07, 2.74, -1.10)
C (-0.61, 0.58, -1.46)
C (-1.56, -0.36, -1.10)
H (-2.38, -2.03, 0.88)
H (-3.50, -1.79, -0.48)
H (-3.64, -1.13, 1.28)
H (-2.17, 0.45, 2.14)
H (-0.82, 2.40, 1.67)
H (0.29, 3.35, -0.34)
H (0.19, 0.59, -2.26)
H (-1.79, -1.16, -1.88)
C (2.88, -0.84, 1.57)
C (3.13, -1.09, 0.04)
C (2.75, -2.53, -0.41)
H (2.05, -0.06, 1.82)
H (3.76, -0.69, 2.05)
H (2.34, -1.76, 1.90)
H (2.42, -0.43, -0.62)
H (4.11, -0.86, -0.15)
H (3.27, -3.24, 0.35)
H (1.62, -2.69, -0.47)
H (3.34, -2.65, -1.32)

Properties
Kohn-Sham gap (eV): 8.660
Total charge: 0
SMILES: Cc1ccc(O)cc1.CCC
HOMO energy (eV): -7.81